1.
The following is a DFT calculation (ωB97M-V/def2-TZVPD) of 2 unconnected molecules or ions with the total composition CHCl3FOP in a non-equilibrium geometry.

Atoms and positions in Å:
Cl  1.406  1.919  0.232
Cl  -1.324  -1.928  0.460
Cl  -2.858  0.807  -0.086
P  -1.150  -0.143  -0.531
F  2.006  -0.149  1.666
O  -0.993  -0.362  -1.959
C  1.299  0.239  0.526
H  1.615  -0.383  -0.308

Results
Max |F| = 2.558 eV Å⁻¹
Frontier orbital gap (alpha / beta) = 7.408 / 7.976 eV
ΔE to the lowest compared entry with this formula, charge and spin = 73.7 kcal per mole

2.
The following is a DFT calculation (ωB97M-V/def2-TZVPD) of 2 unconnected molecules or ions with the total composition CHCl3NOP in a non-equilibrium geometry.

Atoms and positions in Å:
Cl  -3.502  -0.642  1.877
Cl  -3.739  -1.582  -1.055
Cl  -4.677  1.419  -0.486
P  -3.236  0.050  0.047
O  -1.920  0.694  -0.177
N  -0.260  -1.317  0.606
C  0.184  -0.570  -0.155
H  0.257  0.256  -0.790

Results
Max |F| = 2.507 eV Å⁻¹
Frontier orbital gap = 10.699 eV
ΔE to the lowest compared entry with this formula, charge and spin = 8.9 kcal per mole

3.
The following is a DFT calculation (ωB97M-V/def2-TZVPD) of 2 unconnected molecules or ions with the total composition CHCl4P in a non-equilibrium geometry.

Atoms and positions in Å:
Cl  -1.718  -1.683  1.273
Cl  1.445  0.709  1.078
Cl  0.810  0.752  -1.961
Cl  -2.662  0.400  -0.325
P  2.330  0.718  -0.728
C  -2.508  -0.227  1.205
H  2.303  -0.669  -0.543

Results
Max |F| = 2.156 eV Å⁻¹
Frontier orbital gap = 8.434 eV
ΔE to the lowest compared entry with this formula, charge and spin = 45.7 kcal per mole

Respective total energy values: -1935.71198 -1890.69815 -2220.74193 a.u..